(1)
DFT (wB97M-V/def2-TZVPD) results for C3H5NO2S as an isolated structure at a distorted geometry.

XYZ file:
```
12
Properties=species:S:1:pos:R:3
C 2.619 0.250 -0.844
O -1.331 1.624 0.051
C -2.097 0.646 -0.025
H 2.561 -0.658 -1.545
H 0.586 -0.607 2.091
H 1.767 1.341 -1.148
H 3.608 0.546 -0.771
C 0.959 -0.210 0.817
H -3.200 0.828 0.094
O 2.218 0.048 0.732
S -1.400 -1.011 -0.176
N 0.156 -0.395 -0.267
```

## Properties
- LUMO energy: 0.681 eV
- ΔE to the lowest compared entry with this formula, charge and spin: 110.1 kcal per mole
- Total charge: 0

Löwdin atomic charge list, values in e, 2 entries: 0.035, -0.094

---

(2)
DFT (wB97M-V/def2-TZVPD) results for one molecule with the formula C7H17N at a distorted geometry.

XYZ file:
```
25
Properties=species:S:1:pos:R:3
N -1.493 -1.420 -0.109
C -0.179 0.689 -0.366
C -0.159 -0.843 -0.343
H -0.295 1.063 -1.383
H 0.101 -1.120 -1.363
H 0.622 2.783 1.594
C 2.238 1.189 -1.028
H -2.989 -1.564 1.343
H -0.561 -3.359 -0.743
H -2.198 -3.011 -1.182
H 1.904 0.519 -1.819
C 1.059 2.701 0.599
H 0.504 3.340 -0.095
C 1.185 1.276 0.097
H 1.530 0.621 0.898
H -1.754 -3.455 0.486
H -0.878 1.114 0.350
H 2.353 2.174 -1.492
H -1.312 -1.528 2.002
C -1.464 -2.862 -0.384
H -2.037 -0.063 1.344
H 3.244 0.928 -0.700
C -1.994 -1.141 1.227
H 2.037 3.192 0.652
H 0.536 -1.223 0.415
```

## Properties
- LUMO energy: 1.111 eV
- ΔE to the lowest compared entry with this formula, charge and spin: 29.1 kcal per mole
- Total charge: 0
- SMILES: CC(C)CCN(C)C

Löwdin atomic charge list, values in e, 2 entries: -0.271, -0.162

---

(3)
DFT (wB97M-V/def2-TZVPD) results for C17H24AgN8P as an isolated structure.

XYZ file:
```
51
Properties=species:S:1:pos:R:3
C 2.342 -0.055 5.458
P -1.116 1.025 -2.777
H -2.259 -0.805 -5.490
N 1.464 -2.249 4.514
C -0.216 0.134 -4.122
C 4.786 -0.099 5.447
H 1.408 0.440 5.689
H -3.098 -0.342 -3.237
N 3.336 -3.222 4.075
H 3.570 1.526 6.170
H -0.353 -0.942 -4.009
C -0.318 -1.404 2.119
N -0.903 -0.390 1.500
H -3.333 3.137 -4.380
H 1.436 -2.549 1.662
C 2.405 -1.335 4.895
Ag -0.805 0.238 -0.510
H -2.938 2.766 -6.081
N 2.072 -3.379 4.040
C -0.455 2.007 -5.661
H 5.708 0.412 5.685
H 0.852 0.333 -4.028
C -2.677 2.573 -5.042
N -0.685 0.577 -5.438
N -1.302 2.835 -4.798
H -1.543 3.427 -2.785
N -2.990 1.077 -4.808
H 0.590 2.240 -5.470
C 3.555 0.540 5.725
N -0.464 -1.255 3.449
C 0.044 -2.171 4.484
C -1.422 0.450 2.480
H -1.966 1.349 2.250
H -0.330 -3.174 4.295
C -2.039 0.240 -5.699
C -0.928 2.755 -3.384
H 5.762 -1.861 4.685
H -0.677 2.244 -6.701
C 0.364 -2.553 1.465
C 4.828 -1.356 4.893
H -2.318 0.486 -6.722
C 3.602 -1.969 4.617
C -1.160 -0.086 3.690
H -3.954 0.895 -5.097
H -3.552 1.306 -2.779
H 0.109 3.065 -3.262
H -1.409 0.232 4.688
H -0.028 -3.502 1.832
H 0.198 -2.505 0.391
C -2.842 0.711 -3.353
H -0.353 -1.817 5.434
```

## Properties
- LUMO energy: -5.624 eV
- Total charge: +2

Löwdin atomic charge list, values in e, 2 entries: -0.011, 0.933

---

Number 1: orbital gap 0.347 hartree, energy -720.5710 a.u.. Number 2: orbital gap 0.350 hartree, energy -331.6245 a.u.. Number 3: orbital gap 0.267 hartree, energy -1588.0335 a.u..